# C17H16N2O4S

C17H16N2O4S in the gas phase at a distorted geometry (ωB97M-V with the def2-TZVPD basis set, the Open Molecules 2025 dataset).

Calculated values
Energy in eV: -39893.44466
E_LUMO in eV: 0.022
SMILES: COc1ccc(NS(=O)(=O)c2ccc(OC)c3ccccc23)cn1
Relative energy (zero: lowest compared OMol25 entry of this formula, charge and spin) in eV: 1.391
Orbital gap in hartree: 0.3055

Cartesian coordinates (Å):
C 2.63 3.27 -0.95
O 1.23 3.32 -0.79
C 0.54 2.28 -1.29
C -0.86 2.29 -1.17
C -1.56 1.20 -1.64
C -0.86 0.14 -2.23
N -1.50 -1.02 -2.66
S -0.88 -2.49 -2.08
O 0.23 -2.87 -2.90
O -2.01 -3.37 -2.02
C -0.26 -2.00 -0.48
C 1.09 -1.99 -0.30
C 1.67 -1.39 0.82
C 0.87 -0.75 1.74
O 1.33 -0.08 2.83
C 2.72 0.00 3.03
C -0.55 -0.76 1.59
C -1.39 -0.13 2.52
C -2.75 -0.15 2.36
C -3.32 -0.83 1.27
C -2.53 -1.45 0.35
C -1.12 -1.42 0.47
C 0.52 0.25 -2.34
N 1.20 1.29 -1.87
H 2.90 3.23 -2.01
H 3.04 2.38 -0.46
H 3.02 4.17 -0.49
H -1.35 3.13 -0.71
H -2.64 1.16 -1.55
H -2.51 -1.00 -2.59
H 1.72 -2.44 -1.06
H 2.74 -1.41 0.92
H 3.16 -0.98 3.19
H 2.85 0.60 3.94
H 3.22 0.50 2.20
H -0.94 0.38 3.36
H -3.39 0.34 3.07
H -4.40 -0.86 1.17
H -2.96 -2.01 -0.46
H 1.09 -0.53 -2.81

Mulliken atomic charge list, values in e, 5 entries:
1. C -0.60
2. O -0.41
3. C 0.47
4. C -0.65
5. C -0.38

---

# C17H16NO8PdS3

A molecular structure, C17H16NO8PdS3 at a distorted geometry (ωB97M-V with the def2-TZVPD basis set, the Open Molecules 2025 dataset).

Calculated values
2S+1: 3
Expectation value of S²: 2.005
Energy in eV: -71746.43686
E_LUMO (alpha / beta) in eV: 2.666 / 2.140
Net charge: -1
Relative energy (zero: lowest compared OMol25 entry of this formula, charge and spin) in eV: 0.347
Orbital gap (alpha / beta) in hartree: 0.2866 / 0.2703

Cartesian coordinates (Å):
Pd 0.93 0.25 -0.54
S 3.54 0.77 -1.71
C 2.50 2.11 -1.90
N 1.19 1.99 -1.83
C 0.54 3.22 -1.85
C -0.84 3.38 -1.75
C -1.34 4.67 -1.79
C -0.49 5.77 -1.95
C 0.88 5.61 -2.06
C 1.39 4.31 -2.00
S 3.04 3.76 -2.09
H -1.47 2.52 -1.61
H -2.40 4.83 -1.70
H -0.91 6.77 -1.99
H 1.53 6.46 -2.18
O -3.32 -0.07 -0.72
C -2.16 -0.33 -0.41
O -1.15 0.39 -0.73
C -1.91 -1.51 0.50
C -2.80 -1.75 1.54
C -2.60 -2.77 2.47
C -1.49 -3.56 2.29
O -1.07 -4.62 3.05
C 0.13 -5.09 2.42
O 0.39 -4.28 1.28
C -0.62 -3.35 1.25
C -0.79 -2.33 0.34
H -3.67 -1.10 1.62
H -3.28 -2.94 3.29
H -0.02 -6.13 2.10
H 0.96 -5.01 3.12
H -0.08 -2.18 -0.46
C -0.10 0.26 2.68
S 1.58 0.36 2.12
O 1.79 -0.85 1.28
O 2.41 0.44 3.29
O 1.60 1.54 1.20
H -0.27 -0.75 3.06
H -0.78 0.48 1.87
H -0.21 0.98 3.48
C 1.50 -2.41 -2.48
O 1.15 -1.03 -2.48
H 2.13 -2.66 -1.62
H 2.01 -2.68 -3.40
H 0.57 -2.97 -2.41
H 1.99 -0.52 -2.59

Mulliken atomic charge list, values in e, 5 entries:
1. Pd 0.63
2. S -0.45
3. C 0.53
4. N -0.08
5. C -0.27

---

# C17H17Br2CdNO

A molecular structure, C17H17Br2CdNO at a distorted geometry (ωB97M-V with the def2-TZVPD basis set, the Open Molecules 2025 dataset).

Calculated values
Energy in eV: -166085.40400
E_LUMO (alpha / beta) in eV: -0.649 / -0.649
Relative energy (zero: lowest compared OMol25 entry of this formula, charge and spin) in eV: 3.438
Orbital gap (alpha / beta) in hartree: 0.1953 / 0.1954

Cartesian coordinates (Å):
C -1.21 -2.86 -1.68
C -3.09 -0.10 -1.17
C -2.03 -2.23 -0.56
H -0.13 -2.78 -1.47
C -3.54 -0.29 0.19
H -3.43 0.88 -1.56
H -3.05 -2.61 -0.79
H -4.33 0.41 0.50
C -1.96 -2.17 0.89
H -1.11 -1.59 1.31
H -1.95 -3.17 1.34
C -1.62 -1.77 -2.75
H -1.73 -2.25 -3.73
H -0.82 -1.03 -2.83
C -2.96 -1.02 -2.40
H -3.79 -1.75 -2.39
H -3.16 -0.37 -3.25
C -3.35 -1.44 1.18
H -4.17 -2.18 1.09
H -3.39 -1.07 2.21
Cd -1.74 0.64 0.12
H -1.39 -3.86 -2.03
Br 1.76 1.39 -3.81
C 2.10 1.43 -1.96
C 3.36 1.69 -1.43
C 3.60 1.68 -0.06
Br 5.36 2.06 0.58
C 2.56 1.39 0.88
C 2.71 1.31 2.28
C 1.62 1.01 3.08
C 0.37 0.79 2.49
N 0.20 0.88 1.16
C 1.25 1.15 0.35
C 0.99 1.19 -1.08
O -0.19 1.03 -1.54
H 4.17 1.90 -2.11
H 3.69 1.50 2.70
H 1.71 0.93 4.16
H -0.52 0.55 3.09

Mulliken atomic charge list, values in e, 5 entries:
1. C -0.90
2. C -0.13
3. C -0.01
4. H 0.26
5. C -0.58

---

# C17H17F3NO3S2

A molecular structure, C17H17F3NO3S2 at a distorted geometry (ωB97M-V with the def2-TZVPD basis set, the Open Molecules 2025 dataset).

Calculated values
Energy in eV: -55356.55604
E_LUMO in eV: 2.921
Net charge: -1
Relative energy (zero: lowest compared OMol25 entry of this formula, charge and spin) in eV: 3.004
Orbital gap in hartree: 0.1940

Cartesian coordinates (Å):
C 1.70 2.11 -0.31
C 1.75 0.73 0.30
C 0.99 -0.34 -0.46
C 1.89 -0.80 -1.55
C 2.93 -1.71 -1.29
C 3.85 -2.04 -2.30
C 3.73 -1.48 -3.59
C 2.67 -0.59 -3.85
C 1.73 -0.30 -2.86
O 2.34 0.50 1.36
H 0.74 2.30 -0.80
H 1.86 2.85 0.48
H 2.51 2.20 -1.05
H 0.09 0.15 -0.87
H 3.06 -2.07 -0.27
H 4.69 -2.71 -2.08
H 4.44 -1.74 -4.38
H 2.58 -0.10 -4.83
H 0.90 0.38 -3.05
C 0.01 -1.50 1.35
N -1.31 -1.58 0.82
S -1.48 -1.47 -0.94
C -3.04 -0.73 -1.65
F -4.15 -1.16 -1.02
F -3.01 0.64 -1.64
F -3.12 -1.13 -2.94
S -2.52 -1.49 2.03
C -2.39 0.25 2.35
C -1.55 0.67 3.39
C -1.07 1.97 3.37
C -1.46 2.84 2.34
C -2.47 2.46 1.45
C -2.97 1.16 1.48
O -3.80 -1.80 1.47
O -1.98 -2.19 3.16
H 0.68 -1.28 0.40
H 0.12 -0.66 2.05
H 0.25 -2.44 1.86
H -1.23 -0.04 4.14
H -0.36 2.30 4.13
H -0.99 3.82 2.25
H -2.87 3.17 0.72
H -3.78 0.84 0.83

Mulliken atomic charge list, values in e, 5 entries:
1. C -1.43
2. C 0.60
3. C -0.09
4. C 0.52
5. C -0.28

---

# C17H17F6N5O5PdS2SeSi

A molecular structure, C17H17F6N5O5PdS2SeSi (ωB97M-V with the def2-TZVPD basis set, the Open Molecules 2025 dataset).

Calculated values
Energy in eV: -150257.30259
E_LUMO in eV: -6.848
Net charge: +2
Relative energy (zero: lowest compared OMol25 entry of this formula, charge and spin) in eV: 0.475
Orbital gap in hartree: 0.2773

Cartesian coordinates (Å):
Pd -0.43 -0.23 0.49
Se -5.63 -3.80 -3.67
N -4.89 -2.19 -3.78
C -4.03 -2.09 -2.79
C -3.22 -0.91 -2.56
C -3.27 0.25 -3.33
C -2.45 1.31 -3.00
C -1.59 1.20 -1.91
N -1.53 0.10 -1.17
C -2.34 -0.94 -1.48
C -2.25 -2.09 -0.61
N -1.38 -1.97 0.41
C -1.24 -2.97 1.28
C -1.98 -4.14 1.16
C -2.87 -4.28 0.12
C -3.02 -3.23 -0.79
C -3.94 -3.24 -1.93
N -4.71 -4.25 -2.22
H -3.95 0.30 -4.17
H -2.47 2.23 -3.56
H -0.94 2.02 -1.63
H -0.54 -2.82 2.09
H -1.84 -4.93 1.89
H -3.46 -5.18 0.00
F -1.98 1.29 2.57
C -0.97 1.49 3.41
F -0.91 2.75 3.76
F -1.11 0.70 4.46
S 0.65 1.00 2.61
O 0.53 -0.46 2.36
O 1.67 1.46 3.47
N 0.71 1.50 1.07
S 0.45 3.06 0.56
O -0.85 3.51 0.91
O 0.90 3.07 -0.80
C 1.68 4.08 1.50
F 1.75 5.25 0.91
F 2.88 3.48 1.45
F 1.30 4.21 2.75
C 3.21 -1.30 0.10
Si 3.92 0.32 0.57
C 4.36 1.55 -0.70
C 4.45 0.57 2.29
H 3.99 -1.85 -0.43
H 2.39 -1.16 -0.61
H 2.89 -1.87 0.96
H 5.29 2.05 -0.42
H 3.58 2.31 -0.78
H 4.47 1.08 -1.68
H 5.48 0.18 2.30
H 3.87 -0.01 3.01
H 4.50 1.61 2.59
O 1.61 0.43 -2.03
H 1.70 0.14 -2.95
H 1.55 1.39 -2.07

Mulliken atomic charge list, values in e, 5 entries:
1. Pd 1.31
2. Se 0.38
3. N -0.82
4. C 0.83
5. C 0.33

---

# C17H17FN2O4S

C17H17FN2O4S in the gas phase (ωB97M-V with the def2-TZVPD basis set, the Open Molecules 2025 dataset).

Calculated values
Energy in eV: -42627.79955
E_LUMO in eV: -0.035
SMILES: CC(=O)c1cccc(N(CC(=O)Nc2ccc(F)cc2)S(C)(=O)=O)c1
Relative energy (zero: lowest compared OMol25 entry of this formula, charge and spin) in eV: 0.333
Orbital gap in hartree: 0.3149

Cartesian coordinates (Å):
C 1.75 -1.27 5.48
C 0.73 -2.35 5.19
O 0.39 -3.14 6.03
C 0.17 -2.39 3.81
C -0.77 -3.39 3.53
C -1.34 -3.47 2.27
C -0.99 -2.57 1.28
C -0.04 -1.59 1.54
N 0.29 -0.69 0.51
C 0.80 0.62 0.85
C 0.77 1.54 -0.37
O 1.79 2.03 -0.81
N -0.49 1.79 -0.81
C -0.88 2.46 -1.97
C -0.01 3.26 -2.70
C -0.46 3.92 -3.83
C -1.78 3.78 -4.21
F -2.22 4.43 -5.31
C -2.66 3.00 -3.50
C -2.21 2.34 -2.37
S 0.92 -1.33 -0.93
C 2.71 -1.10 -0.80
O 0.42 -0.53 -2.00
O 0.64 -2.73 -0.94
C 0.54 -1.50 2.81
H 1.32 -0.29 5.33
H 2.62 -1.39 4.84
H 2.07 -1.36 6.52
H -1.04 -4.08 4.31
H -2.06 -4.24 2.06
H -1.43 -2.62 0.30
H 1.84 0.59 1.21
H 0.17 1.05 1.64
H -1.21 1.20 -0.40
H 1.02 3.36 -2.39
H 0.21 4.54 -4.41
H -3.69 2.90 -3.82
H -2.88 1.71 -1.81
H 3.05 -1.51 0.14
H 3.14 -1.65 -1.63
H 2.94 -0.04 -0.90
H 1.27 -0.73 3.01

Mulliken atomic charge list, values in e, 5 entries:
1. C -1.36
2. C 0.97
3. O -0.60
4. C -0.21
5. C -0.59

---

# C17H17HgN3O2

A molecular structure, C17H17HgN3O2 at a distorted geometry (ωB97M-V with the def2-TZVPD basis set, the Open Molecules 2025 dataset).

Calculated values
2S+1: 2
Expectation value of S²: 0.768
Energy in eV: -30641.29631
E_LUMO (alpha / beta) in eV: 2.979 / 1.600
Net charge: -1
Orbital gap (alpha / beta) in hartree: 0.2218 / 0.1710

Cartesian coordinates (Å):
Hg 2.08 -2.24 2.16
C -2.59 -0.12 2.15
C -1.48 -1.05 2.57
N -0.31 -0.64 2.89
O -0.09 0.74 2.79
C -1.74 -2.47 2.62
C -3.17 -2.96 2.55
N -0.76 -3.30 2.72
O -0.87 -4.56 2.78
H -2.17 0.87 1.99
H -3.35 -0.05 2.92
H -3.05 -0.47 1.23
H 0.78 0.76 2.31
H -3.71 -2.70 3.46
H -3.15 -4.04 2.45
H -3.70 -2.53 1.70
N 1.82 0.50 0.96
C 1.46 0.75 -0.20
C 0.22 0.22 -0.86
C -0.62 1.06 -1.58
C -1.74 0.56 -2.22
C -2.03 -0.79 -2.16
C -1.21 -1.64 -1.44
C -0.09 -1.13 -0.78
C 2.29 1.62 -1.09
C 3.10 2.60 -0.53
C 3.93 3.36 -1.33
C 3.98 3.15 -2.69
C 3.18 2.17 -3.26
C 2.34 1.41 -2.47
H -0.39 2.12 -1.64
H -2.38 1.22 -2.80
H -2.89 -1.18 -2.69
H -1.43 -2.69 -1.39
H 0.56 -1.80 -0.23
H 3.06 2.75 0.54
H 4.55 4.13 -0.87
H 4.63 3.75 -3.32
H 3.21 1.99 -4.33
H 1.72 0.65 -2.92

Mulliken atomic charge list, values in e, 5 entries:
1. Hg -0.01
2. C -1.43
3. C 0.83
4. N -0.31
5. O -0.52

---

# C17H17N3O3

C17H17N3O3 in the gas phase at a distorted geometry (ωB97M-V with the def2-TZVPD basis set, the Open Molecules 2025 dataset).

Calculated values
Energy in eV: -28516.57156
E_LUMO in eV: 0.829
SMILES: COc1ccc(C2=NO[C@H](C(=O)NCc3ccccn3)C2)cc1
Relative energy (zero: lowest compared OMol25 entry of this formula, charge and spin) in eV: 2.546
Orbital gap in hartree: 0.3266

Cartesian coordinates (Å):
C -6.57 -2.19 0.14
O -6.08 -1.02 0.75
C -4.87 -0.54 0.35
C -4.43 0.62 1.00
C -3.23 1.20 0.67
C -2.41 0.63 -0.31
C -1.14 1.22 -0.67
N -0.39 0.73 -1.58
O 0.74 1.48 -1.74
C 0.78 2.53 -0.75
C 1.93 2.30 0.24
O 1.90 2.76 1.37
N 2.95 1.60 -0.27
C 4.07 1.17 0.53
C 4.37 -0.29 0.31
C 5.18 -1.01 1.18
C 5.43 -2.34 0.92
C 4.86 -2.92 -0.21
C 4.07 -2.12 -1.02
N 3.83 -0.84 -0.77
C -0.58 2.48 -0.06
C -2.85 -0.53 -0.95
C -4.06 -1.11 -0.63
H -6.72 -2.05 -0.93
H -5.91 -3.04 0.32
H -7.54 -2.38 0.61
H -5.07 1.05 1.75
H -2.91 2.09 1.18
H 0.97 3.47 -1.28
H 2.82 1.10 -1.14
H 4.96 1.76 0.27
H 3.84 1.37 1.58
H 5.60 -0.52 2.05
H 6.05 -2.92 1.58
H 5.03 -3.96 -0.45
H 3.60 -2.51 -1.91
H -0.45 2.40 1.03
H -1.21 3.34 -0.28
H -2.23 -0.97 -1.71
H -4.37 -2.01 -1.15

Mulliken atomic charge list, values in e, 5 entries:
1. C -0.83
2. O -0.45
3. C 0.96
4. C -0.73
5. C -0.45

---

# C17H17N7

C17H17N7 in the gas phase at a distorted geometry (ωB97M-V with the def2-TZVPD basis set, the Open Molecules 2025 dataset).

Calculated values
Energy in eV: -28333.76820
E_LUMO in eV: -0.219
SMILES: Cn1nc(C2(C)CC2)c2ccc(Nc3n[nH]c4nccnc34)cc21
Orbital gap in hartree: 0.2755

Cartesian coordinates (Å):
C -2.91 -0.74 2.41
N -1.65 0.02 2.27
N -1.12 0.66 3.35
C -0.03 1.24 2.91
C 0.89 2.08 3.78
C 2.06 1.30 4.37
C 0.30 3.15 4.73
C 1.05 3.57 3.49
C 0.14 1.05 1.49
C 1.11 1.41 0.60
C 0.94 1.06 -0.71
C -0.07 0.19 -1.11
N -0.10 -0.16 -2.48
C -0.32 -1.44 -3.04
N -0.88 -2.40 -2.36
N -0.92 -3.47 -3.19
C -0.37 -3.19 -4.45
N -0.26 -3.97 -5.56
C 0.31 -3.38 -6.60
C 0.79 -2.06 -6.54
N 0.66 -1.27 -5.44
C 0.08 -1.87 -4.39
C -1.03 -0.23 -0.19
C -0.91 0.25 1.10
H -3.53 -0.34 3.25
H -3.48 -0.63 1.50
H -2.71 -1.80 2.52
H 2.74 1.98 4.81
H 1.77 0.59 5.17
H 2.59 0.77 3.56
H -0.78 3.29 4.68
H 0.72 3.27 5.76
H 2.02 4.02 3.63
H 0.47 3.99 2.70
H 1.88 2.07 0.99
H 1.60 1.50 -1.44
H 0.39 0.46 -3.10
H -1.36 -4.42 -2.99
H 0.52 -3.96 -7.52
H 1.27 -1.70 -7.45
H -1.85 -0.87 -0.51

Mulliken atomic charge list, values in e, 5 entries:
1. C -0.92
2. N 0.61
3. N -0.92
4. C -0.16
5. C 0.98

---

# C17H18BHfN7O2S2

A molecular structure, C17H18BHfN7O2S2 at a distorted geometry (ωB97M-V with the def2-TZVPD basis set, the Open Molecules 2025 dataset).

Calculated values
Energy in eV: -56087.72717
E_LUMO in eV: -7.174
Net charge: +2
Relative energy (zero: lowest compared OMol25 entry of this formula, charge and spin) in eV: 0.000
Orbital gap in hartree: 0.3057

Cartesian coordinates (Å):
H 0.14 -3.42 1.36
N -0.83 -1.97 0.17
B -2.42 -0.54 -1.21
N -2.09 -1.60 -0.10
C -2.90 -2.31 0.72
Hf 0.74 1.12 -0.45
H -3.97 -2.20 0.69
C -2.11 -3.18 1.48
H -2.44 -3.88 2.22
C -0.79 -2.95 1.09
H -3.44 -0.85 -1.76
C 1.59 3.03 -0.86
H 2.66 3.05 -0.60
H 1.10 3.83 -0.29
H 1.53 3.29 -1.94
N -1.27 -0.39 -2.27
N -2.55 0.85 -0.51
N -0.02 0.05 -1.84
N -1.44 1.57 -0.10
C -1.30 -0.39 -3.61
C -3.67 1.55 -0.24
H -2.20 -0.67 -4.14
H -4.64 1.14 -0.50
C -0.06 0.02 -4.10
C -3.31 2.75 0.36
C 0.74 0.28 -2.99
C -1.91 2.74 0.43
H 0.24 0.10 -5.13
H -3.96 3.53 0.70
H 1.77 0.60 -2.93
H -1.23 3.47 0.85
H -0.02 -1.54 -0.28
O 4.11 -1.25 -0.68
S 3.20 -1.54 0.39
O 2.45 -2.78 0.36
N 2.07 -0.26 0.52
C 1.99 0.22 1.81
S 0.78 1.33 2.15
C 3.07 -0.23 2.65
C 3.49 0.31 3.88
C 4.72 -0.09 4.41
C 5.50 -1.05 3.74
C 5.06 -1.61 2.53
C 3.86 -1.18 1.99
H 2.86 1.05 4.37
H 5.08 0.35 5.34
H 6.46 -1.35 4.16
H 5.65 -2.35 1.99

Mulliken atomic charge list, values in e, 5 entries:
1. H 0.59
2. N 0.28
3. B 0.03
4. N 0.02
5. C -0.19

---

# C17H18ClN3O2S

C17H18ClN3O2S in the gas phase at a distorted geometry (ωB97M-V with the def2-TZVPD basis set, the Open Molecules 2025 dataset).

Calculated values
Energy in eV: -49844.03005
E_LUMO in eV: 0.312
SMILES: COCCCNC(=O)c1cc2c(-c3ccc(Cl)cc3)nn(C)c2s1
Relative energy (zero: lowest compared OMol25 entry of this formula, charge and spin) in eV: 1.701
Orbital gap in hartree: 0.3095

Cartesian coordinates (Å):
C -1.99 -0.07 2.70
O -1.31 -1.19 3.21
C -2.17 -2.29 3.45
C -1.32 -3.51 3.80
C -0.67 -4.12 2.55
N 0.12 -3.15 1.83
C -0.41 -2.47 0.78
O -1.43 -2.82 0.21
C 0.36 -1.31 0.32
C 0.01 -0.53 -0.75
C 0.91 0.55 -0.95
C 1.22 1.69 -1.74
C 0.53 2.23 -2.90
C 0.97 3.43 -3.46
C 0.34 3.96 -4.57
C -0.74 3.29 -5.12
Cl -1.54 3.96 -6.50
C -1.19 2.10 -4.58
C -0.55 1.57 -3.48
N 2.32 2.27 -1.27
N 2.74 1.58 -0.21
C 3.92 1.96 0.51
C 1.93 0.53 0.02
S 1.81 -0.75 1.15
H -2.45 -0.30 1.73
H -1.24 0.71 2.56
H -2.76 0.29 3.39
H -2.86 -2.05 4.27
H -2.77 -2.49 2.55
H -1.95 -4.26 4.27
H -0.55 -3.19 4.51
H -0.02 -4.95 2.84
H -1.43 -4.47 1.86
H 0.85 -2.69 2.36
H -0.86 -0.75 -1.34
H 1.81 3.93 -3.01
H 0.68 4.89 -5.00
H -2.03 1.59 -5.02
H -0.90 0.64 -3.06
H 3.68 2.16 1.56
H 4.67 1.17 0.47
H 4.31 2.87 0.05

Mulliken atomic charge list, values in e, 5 entries:
1. C -0.78
2. O -0.29
3. C -0.53
4. C -0.62
5. C -0.92